(i)
21
Properties=species:S:1:pos:R:3:nbo_charge:R:1 method="wB97M-V/def2-TZVPD" gap_ev=8.66 total_charge=+1 e_lumo_ha=-0.13504 smiles=C[C@](N)(S)[C@@](C)([NH3+])S
S -1.847 -1.474 -0.068 -0.020
S 1.177 -1.938 0.346 -0.066
N 1.711 0.727 -0.025 -0.887
N -1.243 1.325 -0.189 -0.754
C -0.673 0.131 0.390 0.114
C -0.739 0.191 1.938 -0.661
C 0.642 -0.382 -1.820 -0.699
C 0.671 -0.201 -0.366 0.032
H -0.942 2.303 0.144 0.474
H -2.328 1.374 0.182 0.469
H 2.335 0.966 -0.879 0.389
H -1.288 1.164 -1.186 0.456
H -0.345 1.194 2.152 0.227
H 1.661 -0.651 -2.210 0.262
H -1.923 -1.671 1.256 0.146
H -1.783 0.009 2.294 0.241
H 2.376 0.342 0.663 0.404
H 2.248 -2.177 -0.343 0.136
H 0.321 0.489 -2.431 0.209
H -0.094 -0.495 2.367 0.264
H 0.064 -1.225 -2.214 0.262

=====

(ii)
21
Properties=species:S:1:pos:R:3:nbo_charge:R:1 method="wB97M-V/def2-TZVPD" gap_ev=9.77 total_charge=+1 e_lumo_ha=-0.12463 smiles=C[C@](N)(S)[C@@](C)([NH3+])S
S 2.524 -0.077 0.337 -0.069
S -0.535 0.821 2.026 -0.003
N 0.414 -0.934 -1.373 -0.769
N -1.675 0.154 -0.460 -0.909
C 0.388 -1.729 1.001 -0.655
C 0.568 -0.531 0.058 0.150
C -0.452 0.607 0.198 -0.031
C 0.016 1.837 -0.668 -0.630
H -1.434 1.776 1.988 0.141
H 2.375 0.800 1.427 0.200
H 0.851 -1.466 1.917 0.264
H 1.073 -0.379 -2.010 0.468
H -2.212 -0.471 0.134 0.380
H -0.327 2.722 -0.202 0.248
H 0.866 -2.549 0.632 0.221
H -2.448 0.822 -0.563 0.407
H -0.534 -0.924 -1.754 0.479
H 1.087 1.653 -0.810 0.229
H -0.512 1.632 -1.567 0.212
H 0.621 -1.988 -1.356 0.451
H -0.654 -1.774 1.045 0.218

=====

Energies relative to the minimum, kcal/mol: (i) 8.1; (ii) 0.0

=====

(i)
24
Properties=species:S:1:pos:R:3:nbo_charge:R:1 method="wB97M-V/def2-TZVPD" gap_ev=9.02 total_charge=0 e_lumo_ha=0.00094 smiles="O=c1cc[nH]c(=O)[nH]1.O=c1cc[nH]c(=O)[nH]1"
O 2.209 0.235 -0.779 -0.613
O -1.956 0.104 0.380 -0.624
O -0.885 -3.473 -2.146 -0.575
O 5.135 3.074 0.461 -0.581
N 3.604 1.624 -0.006 -0.640
N 1.296 2.007 0.251 -0.637
N -2.928 -3.509 -1.140 -0.637
N -1.549 -1.817 -0.640 -0.650
C -3.871 -2.763 -0.258 0.103
C 3.064 3.361 1.541 -0.383
C 1.653 3.099 1.113 0.051
C 4.019 2.737 0.553 0.625
C -2.484 -0.992 -0.025 0.627
C -3.822 -1.516 0.214 -0.391
C -1.736 -2.952 -1.483 0.783
C 2.321 1.205 -0.184 0.786
H 0.761 3.576 1.629 0.225
H 3.301 4.238 2.253 0.260
H -2.989 -4.604 -1.197 0.441
H -4.411 -1.387 1.202 0.274
H 4.228 0.839 -0.473 0.449
H -4.693 -3.416 -0.089 0.207
H 0.408 1.667 -0.166 0.458
H -0.674 -1.337 -1.010 0.442

=====

(ii)
24
Properties=species:S:1:pos:R:3:nbo_charge:R:1 method="wB97M-V/def2-TZVPD" gap_ev=8.90 total_charge=0 e_lumo_ha=-0.01518 smiles="O=c1cc[nH]c(=O)[nH]1.O=c1cc[nH]c(=O)[nH]1"
O -0.480 -2.097 -1.679 -0.616
O 0.027 4.502 -2.577 -0.584
O -0.160 -0.273 2.418 -0.587
O 2.555 1.277 -0.471 -0.605
N 1.282 2.822 -1.646 -0.638
N 0.284 1.445 -0.109 -0.621
N 0.027 -3.457 0.022 -0.587
N -0.527 -1.273 0.418 -0.663
C -0.255 -1.364 1.862 0.660
C -0.402 -2.242 -0.450 0.760
C -0.905 2.024 -0.236 0.071
C 0.105 -2.749 2.423 -0.367
C 0.081 3.571 -1.790 0.644
C -1.054 3.046 -1.048 -0.397
C 0.009 -3.759 1.434 0.076
C 1.495 1.835 -0.744 0.789
H -0.928 -0.265 0.294 0.443
H 0.377 0.597 0.473 0.435
H 0.216 -4.707 1.788 0.215
H -0.237 -4.212 -0.581 0.426
H -2.005 3.544 -1.287 0.247
H -1.758 1.484 0.260 0.213
H 2.037 3.248 -2.212 0.439
H 0.214 -2.996 3.439 0.247

=====

Energies relative to the minimum, kcal/mol: (i) 45.0; (ii) 0.0